Entry 1:
The following is a quantum chemistry calculation of a molecular structure, C31H27AsBr2N5OsS at a distorted geometry, from OMol25.

Last column: Mulliken charge in e.
Cartesian coordinates (Å):
Os: -0.445 -0.140 -0.270  -0.147
C: -0.455 2.796 3.015  -0.911
C: -0.656 2.207 1.761  -0.004
N: -0.258 0.979 1.474  0.461
C: 0.316 0.214 2.449  0.203
C: 0.590 0.750 3.719  1.070
C: 0.191 2.078 3.984  -0.829
C: 1.221 -0.069 4.687  -0.654
C: 1.503 -1.373 4.391  -1.500
C: 1.156 -1.929 3.149  -0.564
C: 0.564 -1.170 2.157  0.370
N: 0.118 -1.577 0.875  0.809
C: 0.262 -2.833 0.260  0.750
C: 0.842 -3.996 0.749  -0.747
C: 0.821 -5.186 0.010  -1.363
C: 0.221 -5.249 -1.219  -0.762
C: -0.339 -4.083 -1.794  0.629
C: -0.957 -4.069 -3.063  -0.660
C: -1.464 -2.895 -3.554  -1.109
C: -1.322 -1.730 -2.795  0.094
N: -0.737 -1.713 -1.607  0.263
C: -0.271 -2.878 -1.075  0.454
H: -0.812 3.800 3.197  0.481
H: -1.133 2.760 0.961  0.377
H: 0.381 2.506 4.961  0.525
H: 1.457 0.343 5.659  0.521
H: 1.969 -2.011 5.129  0.451
H: 1.343 -2.979 3.037  0.424
H: 1.326 -4.042 1.705  0.435
H: 1.278 -6.068 0.437  0.446
H: 0.173 -6.183 -1.765  0.489
H: -1.030 -4.988 -3.631  0.495
H: -1.946 -2.847 -4.520  0.480
H: -1.667 -0.777 -3.175  0.462
Br: -2.208 5.625 -3.411  -0.031
C: -1.683 3.997 -2.681  -0.416
C: -0.346 3.625 -2.644  -0.726
C: -0.003 2.422 -2.065  -0.282
N: -0.892 1.571 -1.537  0.441
C: -2.196 1.920 -1.614  1.345
C: -2.622 3.116 -2.159  -1.031
C: -3.124 0.943 -1.023  0.504
C: -4.484 0.920 -1.263  -0.923
C: -5.263 -0.070 -0.676  -0.335
Br: -7.091 -0.148 -0.998  -0.030
C: -4.643 -1.005 0.150  -0.802
C: -3.281 -0.930 0.329  -0.056
N: -2.523 0.024 -0.242  0.080
H: 0.418 4.263 -3.066  0.500
H: 1.021 2.087 -2.047  0.394
H: -3.673 3.369 -2.176  0.562
H: -4.938 1.653 -1.913  0.525
H: -5.211 -1.782 0.641  0.497
H: -2.765 -1.639 0.963  0.548
C: 3.401 2.984 -1.202  -1.199
As: 3.404 1.299 -0.271  0.861
C: 5.070 0.433 -0.640  -1.085
C: 3.287 1.703 1.604  -0.956
S: 1.919 -0.119 -0.971  -0.473
H: 4.362 3.466 -1.022  0.479
H: 2.607 3.620 -0.816  0.399
H: 3.280 2.818 -2.272  0.413
H: 5.872 1.113 -0.351  0.436
H: 5.134 0.216 -1.704  0.422
H: 5.133 -0.491 -0.069  0.380
H: 4.100 2.377 1.874  0.573
H: 3.367 0.781 2.178  0.351
H: 2.331 2.189 1.800  0.192

Results
- E_LUMO (alpha / beta): -10.6 / -9.9 eV
- Charge: +3
- Gap between HOMO and LUMO (alpha / beta): 5.890 / 6.438 eV
- 2S+1: 1
- Energy: -9343.1855 hartree
- Relative energy (zero: lowest compared OMol25 entry of this formula, charge and spin): 0.00 kJ/mol


Entry 2:
The following is a quantum chemistry calculation of a molecular structure, C31H27Cl2N2O5W at a distorted geometry, from OMol25.

Last column: Mulliken spin population.
Cartesian coordinates (Å):
W: 0.344 -0.500 0.618  1.456
C: -0.850 1.848 3.582  0.000
C: 0.068 2.113 2.425  0.013
C: -0.138 3.201 1.601  0.004
C: 0.794 3.554 0.617  -0.003
C: 0.515 4.690 -0.317  0.000
C: 1.978 2.834 0.516  0.010
C: 2.222 1.728 1.322  0.017
C: 3.551 1.034 1.255  -0.006
C: 1.215 1.303 2.212  0.038
H: -1.897 1.964 3.299  -0.001
H: -0.643 2.578 4.367  -0.001
H: -0.707 0.856 4.005  0.003
H: -1.026 3.808 1.736  -0.002
H: -0.014 4.309 -1.195  -0.001
H: 1.436 5.159 -0.661  0.000
H: -0.115 5.446 0.149  0.000
H: 2.731 3.139 -0.203  0.000
H: 3.615 0.214 1.965  0.008
H: 4.342 1.750 1.481  0.000
H: 3.734 0.646 0.251  -0.006
H: 1.447 0.537 2.950  -0.015
C: -1.638 -2.358 4.179  0.002
O: -2.460 -1.194 4.289  0.000
C: -3.037 -0.704 3.159  -0.014
C: -4.386 -0.386 3.212  0.014
C: -5.038 0.167 2.117  0.000
C: -4.334 0.401 0.956  0.019
C: -2.960 0.128 0.882  0.010
C: -2.300 0.561 -0.342  0.051
N: -1.051 0.877 -0.353  0.028
N: -0.590 1.355 -1.599  0.009
C: 0.637 0.999 -1.797  0.024
O: 1.293 0.254 -0.917  0.026
C: 1.328 1.355 -3.047  -0.004
C: 0.672 2.102 -4.025  0.002
C: 1.337 2.439 -5.190  -0.001
C: 2.653 2.038 -5.384  0.002
C: 3.308 1.297 -4.411  -0.001
C: 2.648 0.956 -3.242  0.004
C: -2.308 -0.448 1.991  0.041
O: -0.981 -0.689 1.988  0.155
H: -1.654 -2.829 5.158  0.000
H: -0.614 -2.099 3.914  -0.002
H: -2.048 -3.050 3.441  0.000
H: -4.911 -0.590 4.136  0.000
H: -6.091 0.402 2.175  0.000
H: -4.828 0.829 0.093  0.001
H: -2.947 0.611 -1.215  -0.005
H: -0.352 2.405 -3.861  0.000
H: 0.829 3.016 -5.952  0.000
H: 3.169 2.305 -6.297  0.000
H: 4.333 0.987 -4.563  0.000
H: 3.149 0.380 -2.476  0.000
Cl: 3.683 -6.954 -0.478  -0.001
C: 3.071 -5.418 0.012  -0.009
C: 3.734 -4.712 1.024  0.023
C: 3.279 -3.483 1.439  -0.007
Cl: 4.099 -2.655 2.704  0.000
C: 2.144 -2.891 0.850  0.037
O: 1.744 -1.703 1.261  -0.016
C: 1.473 -3.631 -0.153  0.037
C: 0.270 -3.161 -0.738  0.070
O: -0.294 -2.060 -0.489  -0.041
C: 1.950 -4.896 -0.566  0.026
H: 4.612 -5.139 1.489  0.001
H: -0.238 -3.803 -1.457  0.003
H: 1.424 -5.445 -1.337  0.002

Results
- E_LUMO (alpha / beta): -4.1 / -4.4 eV
- Charge: +1
- Gap between HOMO and LUMO (alpha / beta): 6.470 / 6.849 eV
- 2S+1: 3
- Energy: -2670.5420 hartree
- Relative energy (zero: lowest compared OMol25 entry of this formula, charge and spin): 35.02 kJ/mol
- ⟨S²⟩: 2.02